{
  "formula": "Br3H3Si3",
  "method": "wB97M-V/def2-TZVPD",
  "homo_ev": -8.1,
  "de_lowest_kcal_mol": 50.1,
  "charge": 0,
  "e_lumo_ev": -2.03,
  "symbols": ["Si", "Si", "Si", "Br", "Br", "Br", "H", "H", "H"],
  "coordinates": [[1.599067, -1.920858, 1.502127], [-1.579820, 0.705868, -0.130075], [2.735235, -1.197818, -0.158437], [-3.674750, 1.297607, 0.370860], [-1.565038, -1.519004, -0.146832], [1.965775, 1.181003, 0.379550], [-0.888276, 1.001776, 1.176086], [-1.646708, 1.398652, -1.459905], [3.054514, -0.947226, -1.533370]],
  "forces_ev_per_angstrom": [[-0.2202, 0.1144, 0.4480], [-1.1163, 0.1801, 0.8910], [-0.2558, 1.8875, 0.4268], [-0.3293, -0.0004, 0.2031], [0.0524, 0.1043, -0.4124], [0.4328, -1.8467, -0.0962], [0.0278, 0.2248, -1.0968], [1.0992, -0.4627, 0.4693], [0.3094, -0.2013, -0.8329]]
}

***

{
  "formula": "Br3OP",
  "method": "wB97M-V/def2-TZVPD",
  "homo_ev": [-10.4, -10.4],
  "de_lowest_kcal_mol": 83.4,
  "charge": 0,
  "e_lumo_ev": [-5.13, -5.13],
  "symbols": ["O", "P", "Br", "Br", "Br"],
  "coordinates": [[1.037200, 0.144489, -0.951606], [1.189421, -0.206840, 0.424974], [-2.420470, 2.731125, -0.011446], [2.264689, -2.270345, 0.581331], [-2.070841, -0.398430, -0.043253]],
  "forces_ev_per_angstrom": [[-0.0187, 0.5287, -1.9310], [0.6630, -1.0940, 1.9288], [0.3161, -2.5848, -0.0213], [-0.3846, 0.6560, -0.0433], [-0.5758, 2.4942, 0.0669]]
}

***

{
  "formula": "Br4Ni",
  "method": "wB97M-V/def2-TZVPD",
  "multiplicity": 3,
  "homo_ev": [-2.1, -2.0],
  "de_lowest_kcal_mol": 0.8,
  "charge": -2,
  "e_lumo_ev": [5.94, 5.93],
  "symbols": ["Ni", "Br", "Br", "Br", "Br"],
  "coordinates": [[0.034275, 0.044781, 0.006450], [-1.056778, 1.196384, 1.942000], [1.814608, -1.294351, 1.040466], [0.772490, 1.611981, -1.934774], [-1.564596, -1.558794, -1.054142]],
  "forces_ev_per_angstrom": [[-0.1142, 0.1104, -0.1992], [0.0784, -0.1309, -0.2338], [-0.0474, 0.0471, -0.0615], [-0.0676, -0.1964, 0.3074], [0.1509, 0.1697, 0.1871]]
}

***

{
  "formula": "BrClFP",
  "method": "wB97M-V/def2-TZVPD",
  "multiplicity": 3,
  "homo_ev": [-8.5, -11.3],
  "de_lowest_kcal_mol": 0.0,
  "charge": 0,
  "e_lumo_ev": [0.39, -4.00],
  "symbols": ["F", "P", "Cl", "Br"],
  "coordinates": [[-0.104287, -1.563746, -0.637384], [-0.643468, -0.914834, 0.728972], [2.180586, 1.553094, 0.021497], [-1.432831, 0.925488, -0.113086]],
  "forces_ev_per_angstrom": [[-0.0240, -0.0460, 0.3172], [0.2431, -0.4080, -0.2556], [-0.1085, -0.0198, -0.0048], [-0.1106, 0.4739, -0.0568]]
}

***

{
  "formula": "BrClIO3P",
  "method": "wB97M-V/def2-TZVPD",
  "homo_ev": -9.1,
  "de_lowest_kcal_mol": 88.4,
  "charge": 0,
  "e_lumo_ev": -1.89,
  "symbols": ["O", "O", "O", "P", "Cl", "Br", "I"],
  "coordinates": [[-0.421392, 0.104365, 0.254788], [0.493528, 1.927293, 1.762940], [0.813157, -0.859386, -2.416927], [-0.272981, 1.539356, 0.465646], [1.456126, 1.134688, 3.029316], [-0.783046, -1.187248, -2.570777], [-1.285393, -2.659067, -0.524986]],
  "forces_ev_per_angstrom": [[0.0348, 0.1468, -0.0076], [1.8279, 0.6683, 2.6117], [1.2949, 0.5006, -0.1929], [-0.6622, -0.7279, -1.0496], [-1.0778, 0.3599, -1.4006], [-1.1250, -0.6566, 0.4813], [-0.2926, -0.2911, -0.4423]]
}

***

{
  "formula": "BrCu",
  "method": "wB97M-V/def2-TZVPD",
  "multiplicity": 2,
  "homo_ev": [-17.1, -16.8],
  "de_lowest_kcal_mol": 0.0,
  "charge": 1,
  "e_lumo_ev": [-6.72, -9.60],
  "symbols": ["Cu", "Br"],
  "coordinates": [[0.060873, -0.249839, 1.205868], [-0.060873, 0.249839, -1.205868]],
  "forces_ev_per_angstrom": [[-0.0344, 0.1435, -0.6914], [0.0344, -0.1435, 0.6914]]
}

***

{
  "formula": "BrF2P",
  "method": "wB97M-V/def2-TZVPD",
  "homo_ev": -8.9,
  "smiles": "FP(F)Br",
  "charge": 0,
  "e_lumo_ev": -2.26,
  "symbols": ["F", "F", "Br", "P"],
  "coordinates": [[-1.396381, 0.987436, -0.036280], [0.701130, -0.116459, -1.577649], [0.751633, -0.908986, 1.752512], [-0.056381, 0.038008, -0.138582]],
  "forces_ev_per_angstrom": [[0.3575, 0.2155, -0.0593], [0.1803, 0.3829, -0.1334], [0.7630, -0.5098, 1.5377], [-1.3008, -0.0886, -1.3450]]
}

***

{
  "formula": "BrFH2N2S",
  "method": "wB97M-V/def2-TZVPD",
  "homo_ev": -9.1,
  "de_lowest_kcal_mol": 0.0,
  "smiles": "[H]/N=N/[H].FSBr",
  "charge": 0,
  "e_lumo_ev": -0.03,
  "symbols": ["N", "N", "F", "S", "Br", "H", "H"],
  "coordinates": [[0.016987, -1.119019, 0.620346], [-0.949611, -1.798821, 0.887221], [0.322048, 2.330136, -2.329074], [0.422725, 1.137138, -1.195740], [1.006726, 2.267949, 0.464633], [0.537405, -0.834137, 1.512516], [-1.356280, -1.983246, 0.040098]],
  "forces_ev_per_angstrom": [[2.1340, 1.6031, 0.7879], [0.5389, -0.0088, 3.1907], [0.0922, -0.3874, 0.4074], [-0.5231, -0.3723, -1.5921], [0.3731, 0.6784, 1.1130], [-0.7768, -0.5742, -0.9108], [-1.8384, -0.9389, -2.9961]]
}

***

{
  "formula": "BrFHOP",
  "method": "wB97M-V/def2-TZVPD",
  "homo_ev": -10.3,
  "de_lowest_kcal_mol": 28.4,
  "smiles": "O=PBr.F",
  "charge": 0,
  "e_lumo_ev": -0.85,
  "symbols": ["O", "F", "P", "Br", "H"],
  "coordinates": [[-1.255612, 0.235875, 1.551245], [-0.203748, -0.030503, -1.679403], [0.037902, 0.779756, 1.173672], [1.527452, -0.864700, 1.538448], [-0.105994, -0.120428, -2.583962]],
  "forces_ev_per_angstrom": [[-0.4998, 0.1066, 0.0546], [-0.0736, 0.0829, 0.6425], [0.3417, -0.2243, -0.0131], [0.1531, 0.1054, -0.0553], [0.0786, -0.0705, -0.6287]]
}

***

{
  "formula": "BrFHOP",
  "method": "wB97M-V/def2-TZVPD",
  "homo_ev": -9.7,
  "de_lowest_kcal_mol": 21.5,
  "smiles": "OP(F)Br",
  "charge": 0,
  "e_lumo_ev": -1.28,
  "symbols": ["O", "F", "P", "Br", "H"],
  "coordinates": [[-0.915024, 0.423682, 0.632702], [-0.045544, -1.137277, -1.002147], [0.245635, -0.657451, 0.528174], [2.378313, 1.003121, -0.174696], [-1.663378, 0.367926, 0.015969]],
  "forces_ev_per_angstrom": [[-0.0122, -0.3628, 0.3755], [0.2882, 0.1224, 1.4649], [1.1977, 1.5224, -2.4108], [-1.8168, -1.3981, 0.6457], [0.3432, 0.1161, -0.0753]]
}

***

Table of total energy (eV), in record order: -233807.8895; -221461.8479; -321219.2115; -94569.8063; -106092.0669; -114672.4196; -84765.4022; -86605.2725; -84113.2850; -84113.5843